Record 1
ORCA calculation (ωB97M-V with the def2-TZVPD basis set) on a cluster of 7 separate species, C28H48N4O6S3 in total.

Structure (XYZ):
```
89
Properties=species:S:1:pos:R:3:forces:R:3:mulliken_spin:R:1
C 1.8689 -5.8688 1.8706 1.1660 -0.9355 -2.1936 0.000
C 2.7254 -4.6142 1.6284 -1.3171 -1.2908 -1.5133 0.000
C 3.2280 -3.9245 2.8088 0.5455 0.6738 2.1594 -0.019
C 4.5784 -4.4245 3.3468 -0.1400 0.1531 -0.2855 0.000
N 5.5998 -4.8487 3.7098 -1.7387 0.8124 -0.5865 0.000
H 0.8189 -5.7292 2.1276 0.3959 0.2607 0.7308 0.000
H 2.3732 -6.7496 2.2681 -0.1725 0.2957 0.8410 0.000
H 1.8168 -6.1646 0.8228 -0.5592 -0.5598 -0.2604 0.000
H 1.9626 -4.0717 1.0699 0.2723 1.1160 0.2965 -0.001
H 3.5139 -4.7368 0.8858 0.0826 -0.5772 0.0842 0.000
H 2.4588 -4.0397 3.5725 0.3090 -0.1822 0.5208 -0.001
H 3.1457 -2.8546 2.6176 1.0537 0.3145 0.1812 0.019
C -0.5501 -0.9472 -1.9724 -0.4483 0.6313 1.9532 0.000
C -0.0110 -1.3230 -0.4933 -1.4864 0.1617 -2.4117 0.009
C 1.4361 -1.0426 -0.1730 0.0137 -0.8004 0.3285 -0.007
C 2.2992 -1.4020 -1.2711 -0.2130 0.4025 0.3850 -0.003
N 2.9887 -1.6406 -2.1451 0.8027 -0.2531 -1.0165 0.001
H -0.5231 0.1344 -2.1048 0.5339 0.0893 0.0069 0.000
H -1.6304 -1.0728 -1.9002 -0.0574 -0.5694 -0.2571 0.000
H -0.1729 -1.4103 -2.8843 0.2827 -0.3992 0.5172 0.000
H -0.1363 -2.3901 -0.3101 -0.2393 -0.0184 -0.2689 0.000
H -0.6953 -0.8428 0.2062 0.2039 0.1034 0.0148 -0.002
H 1.5846 -1.8138 0.5829 0.7449 0.4725 0.6463 -0.006
H 1.7159 -0.0452 0.1660 -0.2932 0.0984 0.0509 0.017
C -0.7702 0.7063 2.7839 -0.8952 0.6296 -1.2409 0.005
C -1.7911 0.3324 3.7930 -0.8069 -0.4456 2.3573 0.000
C -1.9071 -1.1613 3.8516 -0.5638 -1.2563 -1.3195 0.000
S -0.1115 -1.7438 3.6246 -0.6325 0.6697 0.5961 0.000
O 0.0108 -2.6422 2.4760 0.1349 0.6814 1.3434 0.000
O 0.4858 -2.0104 4.9404 -0.6177 -0.1144 -1.8644 0.000
C 0.4851 -0.0544 3.1173 -0.0637 0.4310 0.4572 0.016
H -0.7459 1.7957 2.7575 0.8436 0.0918 0.0358 0.000
H -1.1810 0.4454 1.8086 0.1310 -0.2059 -0.1801 -0.001
H -2.7564 0.8304 3.7020 -0.0019 -0.1719 -0.4840 0.000
H -1.5048 0.5377 4.8245 0.5501 0.9173 0.0605 0.000
H -2.5766 -1.4947 3.0588 0.8869 -0.2538 -0.9959 0.000
H -2.4948 -1.6029 4.6564 1.1010 0.1640 0.9220 0.000
H 1.2718 -0.0334 2.3631 -0.3861 -0.6445 -0.1508 -0.009
H 0.8787 0.4554 3.9967 0.2158 -0.5390 0.4372 0.000
C 2.6532 1.4175 -4.9382 0.8044 -1.6239 3.0690 0.000
C 2.5870 2.1451 -6.1719 2.2557 1.0492 -2.2997 0.000
C 1.2991 2.8836 -6.2075 -1.2286 -0.0127 -0.4567 0.000
S 0.1543 1.4804 -5.9342 1.2314 -0.1071 1.2158 0.000
O -0.0572 0.8368 -7.2251 -0.3091 0.6549 1.4966 0.000
O -0.8756 1.8136 -4.9560 -0.2269 -0.0435 -0.9050 0.000
C 1.4590 0.5215 -4.9405 -1.9694 0.0278 -0.6145 0.000
H 2.7047 2.0340 -4.0408 -0.4060 0.2921 0.1243 0.000
H 3.4642 0.7073 -4.7771 0.6544 0.3574 -0.5386 0.000
H 2.7570 1.3122 -6.8542 -0.5725 0.6001 -1.2045 0.000
H 3.3712 2.8786 -6.3592 0.3558 -0.1888 0.1933 0.000
H 1.0594 3.4699 -7.0946 -0.0400 -0.6201 -0.3192 0.000
H 1.3075 3.6324 -5.4155 -0.3798 -0.3527 0.4832 0.000
H 1.5186 -0.3799 -5.5504 0.5761 -0.0794 0.1641 0.000
H 1.1595 0.2692 -3.9232 -0.5619 -0.0216 -0.2871 0.000
C -7.1627 0.6049 1.3951 -3.7018 0.4816 0.1013 0.000
C -6.8838 1.3959 0.0809 2.7543 0.1864 0.5780 0.000
C -5.5612 0.8162 -0.4655 0.1054 -1.3861 -0.0934 0.000
S -4.9966 -0.6144 0.7635 -0.4260 0.9996 -2.7023 0.000
O -3.5492 -0.4994 0.9497 -0.8863 -0.3178 0.4799 0.000
O -5.5623 -1.8555 0.1873 0.8058 1.9152 1.6969 0.000
C -6.0329 0.0696 2.1938 1.7536 -0.4101 -1.9270 0.000
H -7.9131 -0.1648 1.2145 0.2734 -0.3670 -0.3792 0.000
H -7.7257 1.2248 2.0928 -0.0532 0.4388 -0.0606 0.000
H -6.5382 2.4092 0.2854 -0.6460 0.2470 0.6419 0.000
H -7.6249 1.5349 -0.7061 -0.4147 -0.7902 0.5268 0.000
H -4.7959 1.5736 -0.6348 0.2771 -0.1737 0.7444 0.000
H -5.6521 0.3623 -1.4523 -0.1523 -0.5878 0.2491 0.000
H -5.5304 0.9401 2.6157 0.6408 -0.4734 0.2409 0.000
H -6.2145 -0.7544 2.8838 -0.2436 0.2868 -0.0584 0.000
N -0.0275 2.6297 -2.0847 4.0776 -0.7047 -1.2744 0.001
C -1.0261 2.8225 -1.2856 -3.4402 2.3879 1.4979 0.004
C -0.6215 3.7323 -0.3190 -1.2707 -0.4256 0.9296 0.000
C 0.7496 3.9493 -0.4886 -0.5237 1.5571 2.7989 0.000
C 1.0824 3.2387 -1.5329 1.8510 -1.7541 -3.9472 0.000
H 0.0736 2.1817 -2.9842 -0.8915 -0.2332 0.0202 0.000
H -2.0616 2.6967 -1.5656 0.1180 -0.6551 -0.0271 0.000
H -1.2733 4.2208 0.3902 0.0212 -0.1796 0.0431 0.000
H 1.3841 4.5802 0.1162 -0.0086 0.0693 -0.1169 0.002
H 2.0149 3.1643 -2.0726 0.0715 0.0071 0.0866 0.001
N 3.1332 1.7334 2.5644 0.1506 -0.4649 -0.5536 -0.049
C 3.3954 2.0116 1.2527 -0.0795 2.7770 0.0804 0.317
C 4.4925 1.2797 0.7774 -0.2012 -0.6777 0.8577 0.090
C 4.6430 0.3104 1.7377 1.5094 -0.6832 -0.5701 0.148
C 3.8816 0.6622 2.8670 -0.5924 -0.6659 0.6389 0.360
H 2.4937 2.1922 3.1975 -0.1636 0.0479 -0.3051 0.001
H 2.9138 2.8474 0.7671 -0.2713 -0.0724 -0.0426 0.083
H 5.1515 1.5493 -0.0347 -0.5221 -0.4642 -0.4206 0.002
H 5.2812 -0.5590 1.6808 0.1836 0.1371 0.1842 0.003
H 3.8123 0.1548 3.8178 0.0749 0.0639 0.0641 0.018
```
Positions in Å, forces in eV/Å.

Properties
2S+1 = 2
gap between HOMO and LUMO (spin up / spin down) = 7.5 / 3.6 eV
total charge = +1
max |F| = 0.091 hartree/bohr

***

Record 2
ORCA calculation (ωB97M-V with the def2-TZVPD basis set) on a cluster of 2 separate species, C9H9N3O2 in total.

Structure (XYZ):
```
23
Properties=species:S:1:pos:R:3:forces:R:3:mulliken_charge:R:1
C 2.6509 -1.2481 -0.6788 0.1381 -0.8428 0.7196 -0.296
C 2.0184 -0.8835 0.4965 1.1956 -2.9209 -0.7786 0.168
C 2.3633 0.3174 1.0736 -0.1513 -1.9697 -0.1063 -0.541
C 3.3694 0.9689 0.5714 3.9389 0.5916 -4.4629 -0.570
C 4.0765 0.4860 -0.6208 -0.1303 -0.1626 1.1772 -0.179
C -3.3140 -0.5625 -0.1159 -1.3382 -0.1076 0.9166 0.531
C -3.5791 0.8120 -0.4718 1.0245 1.4237 -0.7485 -0.530
C -2.4944 1.6382 -0.5616 -2.3766 1.6361 -0.7573 -0.158
C -0.9492 0.1424 0.4136 -3.1333 -3.2270 -0.2886 0.141
H 2.4579 -2.2310 -1.0852 -0.2969 -0.0033 -0.2937 0.351
H 1.3171 -1.5966 0.9967 1.4958 0.5680 -0.8170 0.226
H 1.9217 0.6280 1.9306 -1.3904 0.9221 2.4201 0.641
H 3.7305 1.8854 0.8810 0.5118 1.7465 1.2250 0.446
H 5.0712 0.8914 -0.9289 -1.1774 0.1343 0.1721 0.321
H -1.6726 -1.8414 0.2877 -1.1321 3.1960 0.6817 0.284
H -4.6092 1.0893 -0.7549 0.9646 -0.1149 0.0423 0.362
H -2.5132 2.6757 -0.9821 -0.3794 -1.0776 0.5487 0.352
H -0.4650 1.9660 0.0645 -1.6448 -0.3540 -0.8641 0.269
N 3.6965 -0.6092 -1.2482 -0.0865 0.6474 0.4271 -0.571
N -2.0133 -0.7799 0.3474 0.8501 -3.6611 -0.8928 -0.090
N -1.2665 1.3086 -0.1241 3.2042 2.1668 0.6299 -0.030
O -4.2064 -1.3989 -0.1147 1.2591 -0.0816 -0.1502 -0.630
O 0.0808 -0.2170 0.8807 -1.3454 1.4907 1.1996 -0.497
```
Positions in Å, forces in eV/Å.

Properties
structure (SMILES) = O=c1cc[nH]c(=O)[nH]1.c1ccncc1
gap between HOMO and LUMO = 8.9 eV
max |F| = 0.116 hartree/bohr
ΔE to the lowest compared entry with this formula, charge and spin = 321.0 kJ/mol

***

Record 3
ORCA calculation (ωB97M-V with the def2-TZVPD basis set) on an isolated molecule of C4H5NO.

Structure (XYZ):
```
11
Properties=species:S:1:pos:R:3:forces:R:3:mulliken_charge:R:1
O -1.8458 -0.1817 -1.4839 0.0578 -0.1025 -0.1822 -0.516
C -0.7201 -0.1054 -0.7138 0.2125 -0.0721 0.0443 0.796
C -0.3396 1.0475 -0.0407 0.1478 -0.0917 0.0584 -0.645
N 0.7524 0.7878 0.7035 -0.2774 0.0136 -0.0654 -0.082
C 1.0249 -0.6165 0.5590 0.1029 -0.2132 0.0607 -0.211
C 0.1795 -1.1674 -0.5165 -0.1541 0.4223 -0.0099 -0.939
H -1.8440 -1.0997 -1.7934 -0.1386 0.1710 -0.0634 0.341
H -0.8064 2.0277 -0.0322 0.0651 -0.1635 -0.0032 0.392
H 1.2036 1.4330 1.3328 -0.1339 -0.1101 -0.0803 0.206
H 2.0511 -0.9161 0.7620 -0.1042 0.0380 -0.2595 0.426
H 0.3444 -1.2092 1.2234 0.2220 0.1081 0.5006 0.232
```
Positions in Å, forces in eV/Å.

Properties
gap between HOMO and LUMO = 8.9 eV
max |F| = 0.011 hartree/bohr
ΔE to the lowest compared entry with this formula, charge and spin = 308.6 kJ/mol